Computed, not measured: a 11-piece molecular cluster, C54H60Cl2N13 overall in a non-equilibrium geometry, with ωB97M-V/def2-TZVPD.

XYZ file:
```
129
Properties=species:S:1:pos:R:3:forces:R:3
C -3.302 1.712 -0.569 -0.20 0.41 0.80
C -1.714 1.760 -0.439 -1.13 -0.40 0.11
Cl -1.264 3.540 -0.325 0.01 -1.30 -0.18
C -0.943 1.046 -1.629 0.34 0.78 -0.03
Cl -1.765 -0.544 -2.049 0.21 1.13 0.28
N 0.479 0.706 -1.340 0.53 0.12 -1.55
C 1.131 0.916 -0.164 1.27 0.03 3.43
N 1.842 2.082 0.202 -3.69 -1.75 -1.25
N 1.136 -0.150 0.820 -1.52 1.99 -1.68
H -3.710 2.227 0.365 0.63 -0.62 -1.21
H -3.699 2.320 -1.442 0.70 -1.00 0.88
H -3.724 0.659 -0.540 0.73 1.30 -0.31
H -1.462 1.313 0.569 -0.06 0.37 -1.23
H -0.933 1.704 -2.559 -0.38 -1.00 1.24
H 0.984 0.224 -2.099 -0.39 0.48 0.57
H 1.794 2.802 -0.539 -0.15 -0.29 0.05
H 1.403 2.491 1.050 1.15 -0.48 0.14
H 0.755 -1.010 0.399 0.13 0.58 -0.05
H 0.436 0.108 1.553 1.15 -0.07 0.43
N 0.952 -4.124 -2.788 -0.44 -0.11 -0.07
C -0.100 -3.294 -2.811 0.48 -0.37 -0.01
C -1.404 -3.707 -3.030 0.05 -0.06 0.01
C -1.637 -5.058 -3.242 -0.01 0.01 0.00
C -0.565 -5.939 -3.225 -0.33 0.06 -0.03
C 0.700 -5.424 -2.993 0.22 0.43 0.13
H 0.134 -2.250 -2.644 -0.04 -0.04 -0.04
H -2.217 -2.992 -3.036 0.01 -0.06 -0.04
H -2.643 -5.421 -3.419 0.05 0.02 0.00
H -0.707 -6.999 -3.387 0.17 0.03 0.04
H 1.568 -6.073 -2.966 -0.10 -0.06 0.01
N 2.115 -6.649 -7.453 0.47 -0.16 0.31
C 3.224 -7.150 -8.016 -0.46 0.20 0.05
C 4.327 -7.582 -7.297 0.00 0.02 0.11
C 4.286 -7.488 -5.914 0.08 -0.03 0.08
C 3.151 -6.971 -5.307 0.12 -0.03 -0.14
C 2.099 -6.570 -6.115 -0.17 0.05 -0.46
H 3.210 -7.200 -9.100 0.06 -0.03 0.02
H 5.195 -7.981 -7.805 -0.05 0.02 0.00
H 5.129 -7.814 -5.315 -0.04 0.01 -0.03
H 3.084 -6.882 -4.231 0.02 0.01 -0.07
H 1.189 -6.164 -5.687 0.05 -0.02 0.06
N -0.497 0.188 3.992 -0.10 -0.50 0.05
C -1.677 0.373 4.604 0.29 0.20 -0.34
C -2.187 -0.477 5.571 0.07 -0.10 0.08
C -1.439 -1.589 5.928 -0.04 -0.03 0.05
C -0.216 -1.807 5.310 -0.06 0.05 0.02
C 0.207 -0.896 4.358 -0.10 0.37 -0.22
H -2.227 1.254 4.291 -0.07 -0.05 0.09
H -3.145 -0.274 6.032 0.02 0.05 -0.10
H -1.805 -2.278 6.680 0.02 0.04 -0.04
H 0.393 -2.664 5.563 0.00 0.05 -0.03
H 1.158 -1.022 3.850 0.01 -0.07 0.07
N 3.335 2.388 -2.407 0.60 -0.28 -0.16
C 3.601 2.634 -3.700 -0.36 -0.10 0.33
C 4.881 2.735 -4.218 0.08 0.00 0.09
C 5.953 2.578 -3.352 0.12 0.04 -0.06
C 5.708 2.326 -2.010 -0.03 0.02 -0.07
C 4.392 2.239 -1.590 -0.25 -0.17 -0.27
H 2.731 2.752 -4.337 0.06 0.02 -0.04
H 5.036 2.931 -5.270 -0.04 -0.01 0.04
H 6.970 2.652 -3.720 -0.06 -0.01 0.01
H 6.521 2.200 -1.307 -0.06 -0.01 -0.01
H 4.149 2.040 -0.552 0.15 0.01 0.00
N 1.418 5.070 -0.958 0.28 0.39 0.07
C 2.723 5.229 -1.195 -0.16 0.02 0.16
C 3.348 6.461 -1.298 -0.10 0.20 0.01
C 2.572 7.601 -1.149 0.04 0.05 -0.23
C 1.212 7.464 -0.904 0.04 -0.05 -0.29
C 0.688 6.186 -0.817 0.04 -0.40 -0.09
H 3.280 4.311 -1.304 0.11 0.24 0.00
H 4.411 6.528 -1.489 -0.04 -0.04 0.01
H 3.020 8.585 -1.223 -0.03 -0.05 0.01
H 0.575 8.331 -0.783 0.00 -0.06 0.02
H -0.368 6.028 -0.623 0.00 0.14 -0.03
N 0.218 6.870 3.862 0.46 0.22 -0.13
C 0.934 7.524 4.788 -0.37 -0.27 -0.21
C 2.121 8.186 4.519 0.05 0.01 -0.13
C 2.602 8.170 3.218 0.05 0.03 0.04
C 1.881 7.499 2.241 0.08 0.02 0.30
C 0.703 6.871 2.613 -0.24 -0.04 0.44
H 0.520 7.505 5.790 0.06 0.04 0.00
H 2.656 8.701 5.307 -0.05 -0.03 -0.01
H 3.528 8.676 2.968 -0.04 -0.02 0.02
H 2.224 7.465 1.221 0.02 -0.03 0.17
H 0.102 6.336 1.884 0.04 0.02 -0.03
N 0.647 -9.028 -3.413 0.31 -0.56 0.01
C 1.876 -9.280 -2.938 -0.47 0.17 -0.15
C 2.463 -10.534 -2.948 -0.04 -0.03 -0.03
C 1.740 -11.594 -3.475 0.03 -0.10 -0.02
C 0.467 -11.361 -3.971 0.11 -0.01 0.04
C -0.030 -10.069 -3.918 0.10 0.47 0.13
H 2.401 -8.421 -2.533 0.06 -0.07 0.05
H 3.461 -10.679 -2.553 -0.04 0.03 -0.01
H 2.165 -12.591 -3.500 -0.02 0.05 0.00
H -0.126 -12.164 -4.389 0.00 0.06 0.01
H -1.020 -9.837 -4.297 0.01 -0.08 -0.01
N -5.357 1.549 4.828 -0.02 0.44 0.17
C -6.154 1.728 5.892 0.27 -0.17 -0.37
C -6.498 2.971 6.397 0.02 0.05 -0.01
C -5.988 4.098 5.771 -0.02 0.08 0.02
C -5.159 3.941 4.669 -0.05 0.00 0.04
C -4.879 2.654 4.240 -0.14 -0.43 0.17
H -6.525 0.817 6.349 -0.03 0.05 0.03
H -7.148 3.056 7.259 0.06 0.05 -0.01
H -6.233 5.088 6.137 0.01 -0.06 -0.01
H -4.742 4.797 4.156 0.00 -0.05 0.01
H -4.239 2.479 3.380 0.00 0.08 -0.01
N -9.245 3.615 8.871 -0.50 -0.10 -0.17
C -9.715 2.547 8.212 0.23 0.34 0.24
C -11.059 2.324 7.961 -0.05 0.05 0.04
C -11.975 3.258 8.421 -0.09 0.00 -0.01
C -11.516 4.372 9.108 -0.02 -0.12 -0.07
C -10.151 4.503 9.304 0.44 -0.18 -0.06
H -8.961 1.844 7.875 -0.10 -0.07 -0.03
H -11.381 1.443 7.420 0.04 0.03 0.03
H -13.036 3.119 8.247 0.06 0.01 0.01
H -12.202 5.121 9.483 0.05 -0.02 0.00
H -9.742 5.359 9.832 -0.07 0.00 0.00
N 7.676 -1.918 -4.446 -0.56 -0.05 -0.08
C 7.194 -2.980 -5.106 0.32 0.33 0.22
C 5.847 -3.189 -5.356 -0.07 0.07 0.04
C 4.941 -2.246 -4.894 -0.13 -0.01 -0.02
C 5.413 -1.138 -4.205 0.00 -0.10 -0.05
C 6.780 -1.022 -4.011 0.40 -0.25 -0.11
H 7.941 -3.691 -5.445 -0.06 -0.02 -0.02
H 5.515 -4.065 -5.898 0.02 0.02 0.02
H 3.879 -2.374 -5.068 0.05 -0.02 0.01
H 4.735 -0.382 -3.828 0.04 0.02 0.00
H 7.198 -0.171 -3.481 -0.06 0.00 0.01
```
Positions in Å, forces in eV/Å.

Properties
Strongest force on any atom (eV/A): 4.28
DFT total energy (eV): -101378.67761
Total charge: +1